Computed, not measured: C31H15Cl3F7IrNO2S as an isolated structure, with wB97M-V/def2-TZVPD.

```
61
Properties=species:S:1:pos:R:3:forces:R:3
Ir 0.072 -0.273 0.081 -0.60 -2.13 1.05
F -6.616 -0.206 2.225 0.00 0.00 0.00
C -5.563 -0.079 1.419 -0.09 -0.01 0.08
C -4.284 -0.244 1.909 0.08 -0.03 0.12
F -4.093 -0.535 3.198 0.01 0.00 -0.01
C -3.208 -0.112 1.056 -0.17 0.02 -0.17
F -1.973 -0.302 1.579 0.00 0.00 0.03
C -3.336 0.189 -0.295 0.27 -0.05 0.33
S -1.985 0.361 -1.388 0.71 0.43 -0.04
C -4.643 0.342 -0.754 0.03 0.01 -0.06
F -4.857 0.623 -2.041 -0.04 0.00 0.00
C -5.737 0.212 0.079 -0.06 0.02 -0.11
F -6.970 0.364 -0.404 0.00 0.01 -0.01
F 5.225 1.065 -0.348 0.02 0.00 0.00
C 4.234 0.230 -0.697 -0.12 -0.08 0.00
C 2.966 0.464 -0.205 0.10 0.17 0.22
C 1.947 -0.394 -0.578 -0.79 0.02 -0.05
C 2.194 -1.481 -1.434 0.08 0.00 -0.05
C 3.488 -1.644 -1.911 0.09 0.05 -0.01
F 3.773 -2.648 -2.762 -0.02 -0.03 0.02
C 4.526 -0.812 -1.554 0.11 -0.05 -0.04
C 1.054 -2.357 -1.688 0.08 0.09 -0.02
C 1.065 -3.560 -2.387 0.04 -0.08 -0.11
C -0.077 -4.334 -2.435 0.00 0.03 -0.01
C -1.221 -3.900 -1.784 0.02 0.03 -0.03
C -1.180 -2.686 -1.133 -0.09 0.01 -0.04
N -0.082 -1.922 -1.099 -0.07 -0.39 0.10
H 2.799 1.313 0.445 -0.05 -0.01 -0.04
H 5.526 -0.976 -1.931 -0.02 0.03 -0.04
H 1.969 -3.886 -2.874 0.01 0.01 0.02
H -0.075 -5.276 -2.968 0.03 0.03 0.00
H -2.133 -4.479 -1.786 0.00 0.02 0.02
H -2.051 -2.298 -0.627 0.02 0.05 0.02
Cl 2.408 1.336 6.873 -0.01 0.06 -0.03
C 1.803 1.264 5.246 0.08 -0.09 0.16
C 1.440 2.452 4.592 -0.04 -0.03 -0.13
C 0.978 2.403 3.308 0.01 0.31 0.12
Cl 0.560 3.867 2.492 -0.01 -0.04 -0.02
C 0.823 1.175 2.602 -0.02 -0.45 -0.32
O 0.407 1.204 1.397 -0.41 1.20 -0.20
C 1.170 -0.012 3.302 -0.02 -0.01 -0.13
C 0.981 -1.313 2.760 0.19 0.07 0.56
O 0.501 -1.658 1.668 0.50 0.74 -1.20
C 1.678 0.067 4.617 0.07 -0.19 0.23
H 1.524 3.405 5.096 0.04 -0.02 0.00
H 1.275 -2.137 3.425 -0.09 0.01 -0.03
H 1.963 -0.841 5.136 -0.05 0.00 -0.04
Cl 3.780 0.145 -5.996 0.03 -0.03 -0.02
C 2.824 0.856 -4.738 -0.10 0.03 0.12
C 3.411 1.756 -3.853 0.05 0.00 -0.01
C 2.653 2.311 -2.845 -0.03 -0.01 0.05
C 1.284 1.985 -2.681 0.01 0.06 -0.08
C 0.523 2.520 -1.631 0.12 0.29 -0.17
C 0.720 1.080 -3.617 -0.05 0.02 0.09
C 1.477 0.520 -4.621 0.01 -0.04 -0.06
H 4.459 2.004 -3.961 -0.02 0.02 0.00
H 3.106 3.011 -2.152 0.02 -0.03 -0.03
H -0.540 2.356 -1.578 0.03 0.05 0.01
H 0.960 3.208 -0.917 0.07 -0.09 -0.01
H -0.329 0.821 -3.523 0.03 0.00 -0.05
H 1.039 -0.178 -5.322 0.00 0.02 0.01
```
Positions in Å, forces in eV/Å.

The value obtained for the HOMO-LUMO gap (alpha / beta) is 6.07 / 6.95 eV. The relative energy (zero: lowest compared OMol25 entry of this formula, charge and spin) comes out at 224.9 kJ/mol. As for the HOMO energy (alpha / beta): -0.259 / -0.295 Eh. Its multiplicity is 2.

Here are the natural (NBO) charges for atoms 1 to 5, given in e:
1 Ir 1.079
2 F -0.284
3 C 0.248
4 C 0.319
5 F -0.294

Computed, not measured: C45H51BrN3NiOSb2 as an isolated structure, with wB97M-V/def2-TZVPD.

```
104
Properties=species:S:1:pos:R:3:forces:R:3
Ni -0.138 -1.407 -0.232 -0.23 0.21 0.67
Br 0.641 4.141 6.685 -0.02 0.04 0.02
C 1.576 2.525 6.454 0.00 0.03 -0.02
C 2.283 2.315 5.278 0.03 0.00 -0.07
C 2.950 1.118 5.083 0.00 -0.03 -0.10
C 2.909 0.143 6.078 0.15 -0.43 -0.07
C 2.256 0.391 7.280 -0.09 0.03 0.12
C 1.563 1.575 7.464 0.00 -0.06 0.05
N 3.578 -1.118 6.020 0.05 -0.08 -0.75
N 3.861 -1.696 4.948 -0.35 0.40 0.31
C 3.275 -1.744 3.730 0.06 0.12 0.35
C 4.147 -2.004 2.629 0.07 0.03 0.14
C 3.709 -2.054 1.349 0.00 -0.03 -0.03
C 2.310 -1.919 1.057 0.10 0.01 0.39
O 1.850 -1.979 -0.089 -0.23 -0.02 -0.43
C 1.384 -1.734 2.191 0.08 -0.01 -0.15
N 0.089 -1.635 1.852 0.02 0.05 -0.17
C -0.806 -1.514 2.815 -0.04 -0.05 0.04
C -0.462 -1.551 4.166 -0.09 -0.02 0.02
C 0.862 -1.652 4.519 0.11 0.05 0.03
C 1.835 -1.694 3.510 0.19 0.07 0.18
H 2.315 3.095 4.528 0.00 -0.06 0.00
H 3.516 0.972 4.172 0.01 -0.11 -0.04
H 2.290 -0.362 8.058 0.00 0.03 -0.03
H 1.031 1.768 8.386 0.02 -0.02 -0.02
H 5.199 -2.120 2.865 -0.06 0.01 -0.03
H 4.383 -2.206 0.515 -0.01 0.01 0.05
H -1.835 -1.407 2.501 -0.06 0.01 0.00
H -1.239 -1.510 4.919 0.05 0.01 -0.05
H 1.144 -1.704 5.561 0.00 0.01 -0.02
C -4.612 -2.339 1.372 -0.08 -0.07 -0.03
C -4.381 -1.275 0.297 -0.13 0.06 0.10
C -5.648 -1.034 -0.523 -0.04 0.01 0.00
Sb -2.648 -1.795 -0.873 0.24 -0.10 -0.11
C -2.939 -0.791 -2.754 -0.03 0.10 -0.19
C -3.174 0.697 -2.499 -0.08 0.09 -0.03
C -3.959 -1.365 -3.732 0.01 -0.02 0.01
C -2.987 -3.874 -1.313 -0.01 -0.19 0.01
C -4.394 -4.302 -1.723 -0.03 0.01 0.01
C -1.945 -4.316 -2.341 -0.11 -0.02 -0.12
H -5.470 -2.066 1.994 0.05 0.00 -0.02
H -3.756 -2.472 2.035 0.06 0.02 -0.01
H -4.831 -3.317 0.931 0.02 0.15 0.08
H -4.105 -0.334 0.782 0.01 -0.01 0.03
H -5.954 -1.922 -1.077 0.01 -0.03 0.02
H -5.532 -0.220 -1.238 -0.04 -0.10 0.08
H -6.472 -0.768 0.148 0.04 -0.02 -0.04
H -1.950 -0.890 -3.210 -0.04 0.02 0.02
H -4.163 0.889 -2.069 0.16 0.01 -0.09
H -3.111 1.254 -3.439 0.00 -0.03 0.03
H -2.434 1.128 -1.823 0.06 0.02 0.05
H -4.973 -1.365 -3.333 -0.02 0.02 0.04
H -3.715 -2.386 -4.026 -0.01 0.00 0.00
H -3.968 -0.760 -4.645 0.01 0.00 0.04
H -2.748 -4.352 -0.358 0.02 -0.04 -0.01
H -4.734 -3.796 -2.626 0.02 0.00 -0.01
H -5.132 -4.120 -0.941 0.04 0.00 -0.06
H -4.402 -5.378 -1.930 0.00 0.05 0.01
H -2.114 -3.836 -3.311 0.02 -0.05 0.08
H -2.003 -5.398 -2.501 0.00 0.05 0.01
H -0.927 -4.082 -2.028 0.06 0.01 0.06
C 1.947 4.116 -1.777 -0.04 0.02 0.11
C 0.661 4.086 -0.983 0.05 -0.06 0.01
C 0.081 5.298 -0.606 0.03 -0.03 0.02
C -1.062 5.351 0.180 0.01 -0.01 0.00
C -1.655 4.179 0.621 0.04 0.03 0.00
C -1.099 2.962 0.251 -0.02 0.03 -0.08
C 0.036 2.898 -0.562 -0.10 0.16 0.07
Sb 0.679 0.931 -1.010 0.07 -0.23 -0.16
C 0.438 0.841 -3.131 -0.03 0.04 -0.16
C 0.084 1.984 -3.848 -0.01 -0.10 -0.04
C -0.192 1.927 -5.208 0.00 -0.02 0.01
C -0.127 0.709 -5.866 -0.03 0.00 0.00
C 0.186 -0.440 -5.154 -0.02 0.01 -0.03
C 0.459 -0.400 -3.789 0.06 -0.02 0.01
C 0.753 -1.707 -3.096 0.10 -0.02 -0.22
C 2.745 1.199 -0.523 0.13 0.08 0.05
C 2.904 1.751 0.749 0.04 0.04 0.02
C 4.162 2.034 1.267 -0.02 -0.07 0.01
C 5.288 1.730 0.515 -0.02 0.01 -0.01
C 5.138 1.161 -0.741 -0.01 -0.01 0.00
C 3.880 0.892 -1.284 0.01 -0.01 0.00
C 3.794 0.291 -2.661 0.00 -0.03 0.02
H 2.047 5.064 -2.306 -0.01 -0.03 0.01
H 2.010 3.314 -2.510 -0.02 -0.08 -0.03
H 2.815 4.008 -1.119 -0.09 0.02 0.00
H 0.546 6.222 -0.934 -0.02 -0.04 0.01
H -1.482 6.313 0.452 0.02 -0.06 -0.02
H -2.540 4.207 1.245 0.04 0.00 -0.03
H -1.561 2.044 0.602 0.00 0.00 -0.04
H -0.008 2.935 -3.342 0.02 0.07 0.06
H -0.464 2.829 -5.744 0.02 -0.05 0.03
H -0.341 0.647 -6.926 0.02 0.00 0.05
H 0.207 -1.397 -5.668 0.00 0.06 0.04
H 0.422 -2.548 -3.704 0.05 0.00 -0.05
H 0.235 -1.812 -2.137 -0.17 0.02 -0.04
H 1.810 -1.846 -2.873 0.01 0.01 -0.02
H 2.026 2.008 1.338 0.01 0.01 0.01
H 4.264 2.506 2.237 -0.02 -0.03 -0.02
H 6.279 1.949 0.896 -0.05 -0.01 -0.02
H 6.019 0.934 -1.332 -0.04 0.01 0.02
H 4.774 0.273 -3.138 -0.02 0.01 0.02
H 3.113 0.849 -3.305 0.00 0.01 0.01
H 3.432 -0.739 -2.614 0.05 0.07 0.03
```
Positions in Å, forces in eV/Å.

The value obtained for the HOMO-LUMO gap (alpha / beta) is 6.33 / 5.11 eV. The relative energy (zero: lowest compared OMol25 entry of this formula, charge and spin) comes out at 0.0 kJ/mol. As for the HOMO energy (alpha / beta): -0.366 / -0.359 Eh. Its multiplicity is 3. The total charge is +1.

Here are the Löwdin charges for atoms 1 to 5, given in e:
1 Ni -0.017
2 Br 0.788
3 C -0.688
4 C -0.110
5 C -0.011

Computed, not measured: C20H25Br37F7InO3P as an isolated structure, with wB97M-V/def2-TZVPD.

```
94
Properties=species:S:1:pos:R:3:forces:R:3
C -0.854 2.328 2.851 -0.58 0.63 -0.04
C -1.938 2.472 1.789 0.88 -0.63 -0.53
C -1.579 1.717 0.508 -0.53 -0.47 -0.11
C -2.351 2.312 -0.675 0.56 -0.48 0.56
In -2.032 -0.456 0.679 0.04 0.68 -0.32
Br -2.132 -1.291 3.144 0.08 -0.24 -0.12
C -4.025 -0.805 -0.246 0.45 -0.25 0.97
P -5.386 -0.962 0.865 -0.57 0.74 -0.90
O -6.628 -0.408 0.311 -0.41 -0.15 -0.13
O -5.546 -2.527 1.222 0.01 0.14 0.28
O -5.040 -0.227 2.262 0.11 -0.26 -0.33
C -0.394 -1.460 -0.584 -1.15 0.46 1.03
F -0.783 -2.661 -1.097 0.25 -0.44 -0.40
F -0.192 -0.643 -1.671 0.04 0.14 -0.43
C 0.936 -1.619 0.159 0.23 -0.56 -0.27
F 0.911 -0.940 1.331 -0.03 0.11 -0.12
F 1.142 -2.926 0.457 0.14 0.17 0.01
C 2.175 -1.108 -0.602 0.58 0.19 0.08
F 2.392 -1.816 -1.736 -0.15 0.67 0.79
F 3.272 -1.236 0.193 -0.56 0.10 -0.72
F 2.032 0.205 -0.897 0.50 -0.87 0.09
H -1.320 2.449 3.816 0.11 -0.10 0.39
H -0.130 3.130 2.761 0.39 0.04 -0.16
H -0.361 1.369 2.792 0.14 -0.33 0.09
H -2.053 3.522 1.524 -0.32 0.36 0.20
H -2.869 2.063 2.163 -0.41 0.25 0.15
H -0.523 1.817 0.272 0.31 0.00 0.24
H -1.937 3.295 -0.894 -0.18 0.29 -0.15
H -3.398 2.418 -0.417 -0.37 0.10 -0.11
H -2.262 1.701 -1.567 -0.05 -0.11 -0.26
H -4.259 0.042 -0.874 0.04 0.26 -0.25
H -3.982 -1.697 -0.856 -0.12 -0.18 0.01
H -5.082 -2.775 2.023 0.37 -0.29 0.12
H -5.247 -0.797 3.002 0.12 0.04 0.54
C 2.668 3.398 -2.322 -0.14 -0.04 0.05
Br 2.864 4.778 -3.652 0.06 0.01 0.00
Br 3.893 3.644 -0.856 0.04 0.03 0.03
Br 0.858 3.258 -1.704 0.03 0.06 -0.07
H 2.923 2.461 -2.794 0.02 -0.04 -0.02
C -2.484 5.432 -3.700 0.02 -0.10 0.03
Br -0.931 5.963 -4.707 0.00 0.02 0.00
Br -2.762 3.533 -3.789 -0.04 0.09 -0.17
Br -2.388 6.048 -1.879 0.01 0.05 -0.05
H -3.339 5.905 -4.155 -0.03 0.04 -0.01
C -3.495 1.485 6.594 0.02 -0.04 -0.14
Br -1.605 1.383 6.283 0.00 -0.09 0.25
Br -4.376 2.434 5.168 0.00 -0.02 -0.02
Br -4.265 -0.259 6.855 0.10 -0.01 0.07
H -3.653 2.047 7.501 -0.01 0.01 0.04
C -5.114 -1.389 -4.262 -0.10 -0.13 0.12
Br -6.637 -1.621 -3.114 0.06 0.08 0.04
Br -4.929 0.448 -4.822 0.00 0.04 -0.03
Br -3.509 -2.041 -3.436 0.17 -0.03 -0.29
H -5.281 -1.972 -5.156 0.02 0.00 -0.05
C -8.789 -0.202 6.760 0.11 -0.01 -0.07
Br -7.592 0.251 5.331 -0.15 0.05 -0.07
Br -8.273 -1.844 7.625 0.00 0.02 0.01
Br -8.956 1.240 8.027 0.00 -0.01 0.01
H -9.765 -0.362 6.329 -0.05 -0.01 0.01
C -1.574 -6.228 0.507 -0.06 0.13 -0.06
Br -0.987 -7.416 1.909 0.01 0.00 0.00
Br -2.080 -4.511 1.198 0.04 -0.03 0.17
Br -0.256 -6.081 -0.889 -0.01 -0.01 0.03
H -2.453 -6.673 0.066 -0.02 -0.05 -0.02
C 7.591 3.621 1.414 -0.05 0.03 0.02
Br 6.231 3.133 2.682 0.03 0.02 -0.04
Br 7.407 5.447 0.833 -0.01 -0.05 0.02
Br 9.358 3.268 2.100 -0.12 -0.01 -0.04
H 7.454 2.995 0.544 -0.01 -0.02 -0.04
C 12.483 1.165 1.267 -0.08 -0.10 0.03
Br 12.419 2.158 2.914 0.19 -0.04 0.05
Br 14.216 1.287 0.441 0.02 0.05 -0.07
Br 11.942 -0.662 1.510 0.02 0.07 -0.22
H 11.771 1.621 0.595 -0.01 0.05 -0.02
C 17.254 -1.434 1.258 -0.06 -0.03 0.00
Br 19.124 -1.725 1.611 -0.03 0.00 0.00
Br 16.478 -2.896 0.279 0.01 0.02 0.02
Br 16.276 -1.066 2.871 0.02 -0.02 0.06
H 17.180 -0.557 0.634 0.00 0.04 -0.02
C -7.484 -1.105 -7.555 -0.04 -0.02 0.03
Br -8.362 -0.315 -9.076 0.02 -0.04 0.00
Br -8.612 -2.384 -6.670 0.07 0.05 0.06
Br -5.789 -1.880 -8.040 -0.02 0.00 -0.03
H -7.280 -0.311 -6.851 0.03 0.03 0.02
C -10.519 -4.383 -10.334 0.03 0.05 0.03
Br -10.338 -3.646 -12.104 0.00 0.00 0.01
Br -8.821 -4.945 -9.629 -0.02 0.03 -0.02
Br -11.419 -3.158 -9.154 -0.01 -0.05 -0.06
H -11.139 -5.262 -10.417 -0.03 -0.03 -0.01
C 10.866 -1.249 5.691 0.02 0.01 0.02
Br 12.655 -1.225 4.966 -0.10 -0.04 0.19
Br 9.595 -0.328 4.580 0.07 -0.01 -0.01
Br 10.294 -3.044 6.083 0.01 0.02 -0.03
H 10.902 -0.716 6.628 0.02 0.00 0.05
```
Positions in Å, forces in eV/Å.

The value obtained for the HOMO-LUMO gap is 6.22 eV. As for the HOMO energy: -0.203 Eh. The total charge is -1.

Here are the Löwdin charges for atoms 1 to 5, given in e:
1 C -0.134
2 C -0.312
3 C -0.430
4 C -0.237
5 In 0.542